No. 1
The following is a DFT calculation (ωB97M-V with the def2-TZVPD basis set) of C17H14N2O in the gas phase.

Structure (XYZ):
```
34
C17H14N2O ωB97M-V with the def2-TZVPD basis set
C -3.901 1.247 1.031
O -2.934 0.155 0.867
C -1.550 0.337 0.592
C -0.805 -0.566 1.571
C 0.377 -0.164 2.203
C 1.191 -1.109 2.847
C 0.788 -2.456 2.930
C -0.450 -2.819 2.383
C -1.260 -1.868 1.765
C -0.926 0.104 -1.083
C -1.919 1.043 -1.527
N -2.774 1.781 -1.819
C 0.400 0.329 -1.825
C 1.315 -0.729 -2.051
C 2.672 -0.468 -2.271
C 3.123 0.859 -2.363
C 4.526 1.177 -2.497
N 5.653 1.474 -2.614
C 2.188 1.905 -2.332
C 0.825 1.633 -2.150
H -4.876 0.763 0.862
H -3.893 1.656 2.062
H -3.770 2.054 0.287
H -1.276 1.393 0.782
H 0.717 0.868 2.066
H 2.177 -0.811 3.210
H 1.452 -3.211 3.334
H -0.780 -3.861 2.354
H -2.208 -2.126 1.278
H -1.178 -0.961 -1.224
H 0.995 -1.763 -1.891
H 3.412 -1.283 -2.312
H 2.548 2.938 -2.390
H 0.138 2.481 -2.072
```

LUMO ... -0.37 eV
Multiplicity ... 1
Energy above the lowest of the compared OMol25 structures with the same formula, charge and spin ... 3.728 eV
Highest occupied orbital energy ... -0.3418 Eh

Charges per atom according to Mulliken partitioning, unit e:
1. C -0.6820
2. O -0.3169
3. C -0.4661
4. C 0.4467
5. C -0.4499
6. C -0.4813
7. C -0.4396
8. C -0.4562
9. C -0.3862
10. C 0.1450
11. C 0.2778
12. N -0.6515
13. C 0.5608
14. C -0.5180
15. C -0.5913
16. C 0.5562
17. C -0.0199
18. N -0.4934
19. C -0.6271
20. C -0.4771
21. H 0.2461
22. H 0.2604
23. H 0.3369
24. H 0.4210
25. H 0.3339
26. H 0.3699
27. H 0.3893
28. H 0.3542
29. H 0.3904
30. H 0.4237
31. H 0.3521
32. H 0.4061
33. H 0.4126
34. H 0.3735

***

No. 2
The following is a DFT calculation (ωB97M-V with the def2-TZVPD basis set) of a molecular structure, C17H14N3O3Ru.

Structure (XYZ):
```
38
C17H14N3O3Ru ωB97M-V with the def2-TZVPD basis set
Ru 0.385 -0.050 -0.014
O 0.102 -0.044 -1.967
C -0.180 -1.057 -2.715
C -0.131 -0.870 -4.119
C -0.445 -1.898 -4.959
C -0.830 -3.169 -4.469
C -0.896 -3.379 -3.128
C -0.567 -2.340 -2.209
C -0.657 -2.635 -0.845
N -0.321 -1.847 0.152
C -0.512 -2.298 1.546
C 0.490 -1.552 2.424
N 0.479 -0.149 1.992
C 0.646 0.815 2.816
C 0.601 2.206 2.436
C 0.738 3.170 3.446
C 0.609 4.512 3.164
C 0.318 4.916 1.860
C 0.155 3.993 0.850
C 0.308 2.632 1.122
O 0.174 1.806 0.072
H 0.160 0.103 -4.487
H -0.400 -1.738 -6.028
H -1.072 -3.963 -5.160
H -1.198 -4.342 -2.738
H -1.025 -3.625 -0.578
H -0.373 -3.378 1.613
H -1.534 -2.062 1.851
H 1.498 -1.940 2.265
H 0.231 -1.644 3.479
H 0.778 0.582 3.872
H 0.940 2.839 4.457
H 0.723 5.247 3.947
H 0.213 5.970 1.638
H -0.071 4.291 -0.164
O 4.456 0.259 0.004
C 3.346 -0.082 -0.036
N 2.211 -0.488 -0.069
```

LUMO (spin up / spin down) ... -5.56 / -5.62 eV
Multiplicity ... 1
Net charge ... +1
Highest occupied orbital energy (spin up / spin down) ... -0.4284 / -0.4297 Eh

Charges per atom according to Mulliken partitioning, unit e:
1. Ru 0.9931
2. O -0.4625
3. C 0.8478
4. C -0.5687
5. C -0.3907
6. C -0.6752
7. C -0.8704
8. C 0.4358
9. C -0.0837
10. N 0.0366
11. C -0.7191
12. C -0.8491
13. N 0.0785
14. C 0.0632
15. C 0.3985
16. C -0.6795
17. C -0.7284
18. C -0.4278
19. C -0.4711
20. C 0.6265
21. O -0.5848
22. H 0.4803
23. H 0.3908
24. H 0.4272
25. H 0.3570
26. H 0.3158
27. H 0.3919
28. H 0.2762
29. H 0.2631
30. H 0.4543
31. H 0.3190
32. H 0.3705
33. H 0.4208
34. H 0.3987
35. H 0.4807
36. O -0.4221
37. C 0.6294
38. N -0.5223

***

No. 3
The following is a DFT calculation (ωB97M-V with the def2-TZVPD basis set) of C17H14N4O3 in the gas phase.

Structure (XYZ):
```
38
C17H14N4O3 ωB97M-V with the def2-TZVPD basis set
C -0.195 3.457 1.218
C 1.258 3.189 1.026
N 2.139 4.135 1.372
C 3.343 3.663 1.077
C 4.601 4.253 1.246
C 5.712 3.557 0.855
C 5.579 2.273 0.293
C 4.349 1.709 0.133
N 3.252 2.395 0.521
C 1.912 2.069 0.493
C 1.458 0.794 -0.056
O 2.173 0.030 -0.674
N 0.132 0.514 0.193
N -0.429 -0.606 -0.271
C -1.645 -0.862 0.002
C -2.290 -2.061 -0.484
C -1.583 -2.976 -1.265
C -2.173 -4.135 -1.747
C -3.493 -4.349 -1.424
C -4.210 -3.440 -0.643
C -3.638 -2.292 -0.161
O -5.492 -3.897 -0.476
C -5.560 -5.120 -1.176
O -4.307 -5.395 -1.764
H -0.306 4.506 1.483
H -0.604 2.860 2.035
H -0.758 3.262 0.307
H 4.651 5.237 1.680
H 6.694 3.987 0.972
H 6.455 1.727 -0.018
H 4.183 0.734 -0.298
H -0.421 1.147 0.770
H -2.252 -0.182 0.616
H -0.551 -2.755 -1.486
H -1.627 -4.842 -2.350
H -4.202 -1.599 0.441
H -6.329 -5.054 -1.962
H -5.824 -5.931 -0.478
```

LUMO ... 0.29 eV
Multiplicity ... 1
Energy above the lowest of the compared OMol25 structures with the same formula, charge and spin ... 0.000 eV
Highest occupied orbital energy ... -0.2851 Eh

Charges per atom according to Mulliken partitioning, unit e:
1. C -1.6401
2. C 0.9988
3. N -0.7950
4. C 0.3602
5. C -0.7970
6. C -0.1084
7. C -0.7672
8. C -0.0568
9. N 0.0666
10. C 0.0252
11. C 0.4407
12. O -0.6584
13. N 0.4799
14. N -0.9005
15. C -0.2179
16. C 0.6357
17. C -0.6728
18. C -0.9366
19. C 0.9081
20. C 0.8913
21. C -1.2652
22. O -0.4818
23. C -0.2255
24. O -0.4771
25. H 0.3538
26. H 0.3358
27. H 0.4136
28. H 0.4525
29. H 0.4185
30. H 0.3800
31. H 0.4577
32. H 0.2725
33. H 0.3023
34. H 0.5312
35. H 0.4133
36. H 0.3870
37. H 0.2381
38. H 0.2375

***

No. 4
The following is a DFT calculation (ωB97M-V with the def2-TZVPD basis set) of a molecular structure, C17H14N4Se2Te2Zr.

Structure (XYZ):
```
40
C17H14N4Se2Te2Zr ωB97M-V with the def2-TZVPD basis set
Zr 0.000 0.000 0.000
C -0.717 3.387 4.338
C 0.584 3.659 3.923
C 1.235 2.788 3.043
C 0.614 1.619 2.575
C -0.704 1.380 2.992
C -1.363 2.247 3.869
N 1.200 0.791 1.680
C 2.215 0.009 2.099
C 2.754 -0.150 3.384
C 3.818 -1.029 3.610
C 4.347 -1.773 2.557
C 3.805 -1.635 1.279
C 2.746 -0.743 1.058
N 2.076 -0.497 -0.156
N 2.754 -0.860 -1.141
C 2.011 -0.559 -2.276
C 2.508 -0.806 -3.549
C 1.714 -0.484 -4.647
C 0.459 0.075 -4.432
C 0.051 0.284 -3.124
N 0.799 -0.029 -2.049
H -1.227 4.063 5.015
H 1.097 4.549 4.270
H 2.245 3.013 2.708
H -1.217 0.496 2.618
H -2.381 2.026 4.171
H 2.340 0.411 4.216
H 4.221 -1.130 4.612
H 5.168 -2.458 2.730
H 4.199 -2.220 0.458
H 3.493 -1.238 -3.670
H 2.074 -0.664 -5.655
H -0.186 0.346 -5.259
H -0.915 0.722 -2.892
Se -2.636 0.229 0.252
Te -5.024 0.047 -0.695
Te -3.939 -0.805 -3.092
Se -1.599 -0.587 -2.041
H -0.791 0.282 1.717
```

LUMO (spin up / spin down) ... -2.11 / -2.11 eV
Multiplicity ... 1
Highest occupied orbital energy (spin up / spin down) ... -0.2389 / -0.2386 Eh

Charges per atom according to Mulliken partitioning, unit e:
1. Zr 1.3910
2. C -0.3777
3. C -0.6643
4. C 0.1383
5. C 0.0302
6. C 0.3489
7. C -0.9071
8. N -0.1616
9. C 0.1251
10. C -0.4416
11. C -0.7319
12. C -0.5957
13. C -0.5288
14. C 0.3415
15. N 0.8214
16. N -1.1842
17. C -0.2226
18. C -0.3518
19. C -0.3067
20. C -0.8248
21. C 0.0406
22. N -0.1872
23. H 0.3794
24. H 0.3738
25. H 0.4210
26. H 0.3839
27. H 0.3860
28. H 0.4269
29. H 0.3908
30. H 0.3701
31. H 0.4321
32. H 0.4878
33. H 0.4041
34. H 0.4157
35. H 0.5812
36. Se -0.1106
37. Te -0.0688
38. Te -0.0717
39. Se -0.2097
40. H -0.7429

***

No. 5
The following is a DFT calculation (ωB97M-V with the def2-TZVPD basis set) of a molecular structure, C17H15BF4HfN2O8S3.

Structure (XYZ):
```
51
C17H15BF4HfN2O8S3 ωB97M-V with the def2-TZVPD basis set
Hf 0.218 0.026 0.001
S 1.377 -3.330 3.176
C 2.088 -3.827 1.717
C 2.023 -2.850 0.740
C 1.153 -1.757 1.051
C 0.634 -1.897 2.307
C -0.370 -1.068 2.876
C -1.148 -1.346 4.008
C -2.118 -0.413 4.361
C -2.326 0.769 3.622
C -1.665 0.942 2.416
N -0.779 0.014 2.069
H 2.491 -4.833 1.635
H 2.550 -2.871 -0.219
H -0.941 -2.258 4.653
H -2.794 -0.610 5.219
H -3.015 1.542 3.931
H -1.898 1.677 1.609
O -3.573 1.675 -0.383
S -2.479 1.633 -1.337
O -2.185 2.868 -2.043
O -1.155 1.269 -0.649
C -2.763 0.386 -2.586
C -3.603 0.936 -3.591
C -3.751 0.241 -4.767
C -3.047 -0.934 -5.061
C -2.195 -1.486 -4.111
C -2.142 -0.823 -2.841
S -1.420 -1.806 -1.601
O 0.065 -1.317 -1.744
O -1.637 -3.176 -1.962
O -1.778 -1.383 -0.185
H -4.112 1.855 -3.391
H -4.340 0.713 -5.578
H -3.092 -1.359 -6.040
H -1.756 -2.465 -4.223
N 4.372 2.541 1.000
C 3.097 2.884 1.616
C 2.219 1.650 1.909
O 2.472 0.943 2.849
O 1.260 1.549 0.993
H 5.024 3.345 0.867
H 4.226 2.091 0.058
H 4.886 1.845 1.624
H 2.557 3.553 0.946
H 3.299 3.563 2.483
F 3.480 -0.580 -0.327
B 3.247 0.193 -1.510
F 1.773 0.599 -1.492
F 3.630 -0.349 -2.699
F 3.942 1.436 -1.392
```

LUMO ... -0.60 eV
Multiplicity ... 1
Highest occupied orbital energy ... -0.2905 Eh

Charges per atom according to Mulliken partitioning, unit e:
1. Hf 2.4695
2. S -0.2519
3. C -0.4949
4. C -0.6667
5. C 0.5016
6. C -0.2914
7. C 1.3867
8. C -0.9118
9. C -0.2298
10. C -0.9398
11. C -0.0769
12. N 0.2615
13. H 0.4527
14. H 0.4032
15. H 0.3066
16. H 0.3691
17. H 0.4193
18. H 0.3046
19. O -0.7374
20. S 1.4664
21. O -0.7109
22. O -0.9088
23. C 0.2763
24. C -1.0370
25. C -0.4408
26. C -0.6111
27. C -0.8487
28. C 0.7390
29. S 1.1784
30. O -0.6712
31. O -0.6398
32. O -0.5394
33. H 0.4661
34. H 0.3165
35. H 0.4194
36. H 0.4768
37. N -0.1012
38. C -1.0011
39. C 0.6527
40. O -0.5438
41. O -0.6340
42. H 0.4143
43. H 0.2875
44. H 0.4081
45. H 0.3491
46. H 0.3725
47. F -0.3453
48. B 0.2309
49. F -0.5032
50. F -0.3027
51. F -0.4894

***

No. 6
The following is a DFT calculation (ωB97M-V with the def2-TZVPD basis set) of a molecular structure, C17H15BrMoN3O2S5.

Structure (XYZ):
```
44
C17H15BrMoN3O2S5 ωB97M-V with the def2-TZVPD basis set
Mo -0.699 0.683 1.444
C -1.038 2.535 -4.021
C -0.351 2.535 -2.690
C 0.822 3.261 -2.467
C 1.453 3.259 -1.224
C 0.843 2.513 -0.258
Br 1.477 2.255 1.526
N -0.282 1.816 -0.408
C -0.870 1.817 -1.621
H -0.313 2.587 -4.832
H -1.689 3.407 -4.105
H -1.648 1.644 -4.158
H 1.260 3.832 -3.277
H 2.369 3.803 -1.040
H -1.767 1.222 -1.727
O 0.988 -4.530 0.524
C -0.040 -4.314 -0.302
C -0.383 -5.361 -1.157
C -1.429 -5.219 -2.035
C -2.174 -4.027 -2.102
C -1.849 -2.991 -1.279
C -0.778 -3.105 -0.356
C -0.477 -2.017 0.509
O -1.173 -0.872 0.412
N 0.442 -2.009 1.440
N 0.429 -0.831 2.134
C 1.156 -0.940 3.298
S 1.913 -2.405 3.653
C 2.828 -1.778 5.095
C 2.002 -0.692 5.749
S 1.328 0.349 4.407
H 1.167 -3.757 1.076
H 0.193 -6.275 -1.103
H -1.684 -6.044 -2.688
H -2.996 -3.942 -2.798
H -2.417 -2.071 -1.312
H 3.795 -1.421 4.741
H 2.985 -2.618 5.772
H 2.600 -0.044 6.388
H 1.153 -1.080 6.310
S -4.699 3.226 2.035
C -3.887 2.129 1.407
S -1.325 1.281 3.314
S -3.154 0.886 0.665
```

LUMO (spin up / spin down) ... -12.05 / -12.03 eV
Multiplicity ... 1
Net charge ... +3
Energy above the lowest of the compared OMol25 structures with the same formula, charge and spin ... 0.185 eV
Highest occupied orbital energy (spin up / spin down) ... -0.5863 / -0.5864 Eh

Charges per atom according to Mulliken partitioning, unit e:
1. Mo 0.4868
2. C -1.4219
3. C 0.1278
4. C -0.2160
5. C -0.6521
6. C 0.8287
7. Br 0.1050
8. N 0.1390
9. C -0.1624
10. H 0.4236
11. H 0.3250
12. H 0.4035
13. H 0.5255
14. H 0.4665
15. H 0.4392
16. O -0.6003
17. C 0.5827
18. C -0.7167
19. C -0.3755
20. C -0.8761
21. C -0.5564
22. C 0.1034
23. C 1.3611
24. O -0.4926
25. N -1.0828
26. N 0.4577
27. C 0.1087
28. S 0.1353
29. C -0.6318
30. C -0.6144
31. S -0.0695
32. H 0.4728
33. H 0.4880
34. H 0.4232
35. H 0.4628
36. H 0.3440
37. H 0.3720
38. H 0.4382
39. H 0.4524
40. H 0.3541
41. S -0.0331
42. C 0.5635
43. S 0.0648
44. S 0.0464